(1)
Molecular formula: C8H8O3
Method: DFT, ωB97M-V/def2-TZVPD

XYZ file:
```
19
C8H8O3 | OMol25 | ωB97M-V/def2-TZVPD
C 0.695 -2.496 -0.368
O 0.368 -1.619 0.702
C 0.296 -0.320 0.155
C 1.435 0.423 0.005
O 2.536 -0.336 -0.096
C 1.350 1.885 -0.109
C 0.079 2.464 -0.035
C -1.017 1.611 0.049
C -0.932 0.215 -0.038
C -2.127 -0.632 -0.060
O -3.252 -0.220 -0.081
H 1.441 -3.285 -0.169
H -0.303 -2.810 -0.838
H 1.094 -1.727 -1.078
H 3.380 0.081 0.081
H 2.326 2.331 0.151
H 0.103 3.580 -0.060
H -1.948 2.126 -0.035
H -1.983 -1.805 0.154
```

Results
SMILES: COc1c(O)cccc1C=O
Energy above the lowest of the compared OMol25 structures with the same formula, charge and spin, eV: 3.225
DFT total energy, Eh: -535.2731
HOMO level, eV: -8.8989
Strongest force on any atom, Eh/bohr: 0.073

Population analysis type Löwdin, resulting atomic charges in e: -0.075 -0.102 -0.235 -0.242 0.074 0.017 -0.080 -0.019 -0.123 -0.205 0.066 0.102 0.104 0.093 0.122 0.116 0.121 0.108 0.159

---

(2)
Molecular formula: C13H32Cl6O7
Method: DFT, ωB97M-V/def2-TZVPD

XYZ file:
```
58
C13H32Cl6O7 | OMol25 | ωB97M-V/def2-TZVPD
C -1.129 -5.472 -1.288
C -1.042 -3.950 -1.143
C 0.274 -3.798 -0.419
O 0.267 -4.830 0.549
C -0.375 -5.966 -0.039
H -0.675 -5.817 -2.219
H -2.158 -5.836 -1.312
H -1.879 -3.582 -0.541
H -1.104 -3.383 -2.075
H 0.420 -2.830 0.057
H 1.124 -3.950 -1.102
H -1.065 -6.366 0.706
H 0.361 -6.736 -0.282
Cl -0.276 -1.700 -5.184
C 1.343 -1.098 -5.528
Cl 1.368 0.670 -5.582
H 2.013 -1.444 -4.753
H 1.643 -1.452 -6.505
Cl 4.257 2.536 -3.420
C 2.799 3.502 -3.725
Cl 1.449 2.998 -2.702
H 3.037 4.533 -3.503
H 2.533 3.350 -4.762
Cl -0.687 -0.370 -1.105
C 1.036 -0.023 -0.838
Cl 2.047 -0.875 -1.988
H 1.169 1.047 -0.883
H 1.251 -0.373 0.163
O 0.500 4.309 2.700
C 1.710 4.454 1.962
C 1.832 3.473 0.815
O 2.111 2.157 1.228
H -0.211 4.711 2.192
H 1.831 5.482 1.593
H 2.525 4.273 2.663
H 2.648 3.767 0.151
H 0.918 3.483 0.199
H 1.338 1.777 1.677
O 0.073 0.846 2.584
C 0.317 -0.498 2.995
C 1.292 -0.476 4.139
O 0.734 0.125 5.287
H -0.875 0.962 2.422
H -0.614 -0.977 3.316
H 0.712 -1.107 2.169
H 2.202 0.058 3.826
H 1.597 -1.495 4.380
H 0.505 1.025 5.029
O -4.049 2.358 -0.569
C -4.639 1.648 0.520
C -3.694 0.682 1.177
O -2.595 1.325 1.837
H -3.494 3.068 -0.244
H -5.089 2.332 1.250
H -5.463 1.081 0.085
H -3.290 0.009 0.420
H -4.225 0.092 1.928
H -2.605 2.274 1.692
```

Results
SMILES: C1CCOC1.ClCCl.ClCCl.ClCCl.OCCO.OCCO.OCCO
Energy above the lowest of the compared OMol25 structures with the same formula, charge and spin, eV: 0.000
DFT total energy, Eh: -3802.2824
HOMO level, eV: -9.4617
Strongest force on any atom, Eh/bohr: 0.014

Population analysis type Löwdin, resulting atomic charges in e: -0.161 -0.189 -0.242 -0.138 -0.192 0.106 0.105 0.112 0.093 0.081 0.119 0.114 0.113 0.507 -1.033 0.508 -0.016 0.022 0.502 -1.003 0.552 0.023 0.001 0.559 -1.011 0.571 -0.040 0.000 -0.065 -0.241 -0.283 -0.082 0.076 0.118 0.123 0.110 0.096 0.038 -0.096 -0.220 -0.254 -0.052 0.054 0.133 0.105 0.126 0.124 0.084 -0.052 -0.243 -0.216 -0.081 0.075 0.126 0.125 0.098 0.125 0.086

---

(3)
Molecular formula: C21H16N4O2
Method: DFT, ωB97M-V/def2-TZVPD

XYZ file:
```
43
C21H16N4O2 | OMol25 | ωB97M-V/def2-TZVPD
O 0.430 -5.175 3.936
C 0.782 -4.471 2.829
N 0.772 -3.216 3.044
C 1.126 -2.417 2.083
O 1.138 -1.094 2.409
C 0.690 -0.111 1.518
C -0.369 -0.236 0.593
C -0.789 0.875 -0.193
C -0.150 2.126 -0.035
C 0.870 2.238 0.876
C 1.288 1.154 1.649
C 1.304 3.658 0.870
C 0.281 4.414 0.009
N -0.395 3.322 -0.683
C -1.348 3.480 -1.699
C -2.368 4.433 -1.612
C -3.353 4.486 -2.579
C -3.312 3.652 -3.662
C -2.257 2.764 -3.815
C -1.273 2.638 -2.815
N 1.464 -2.815 0.865
C 1.522 -4.125 0.622
C 1.880 -4.676 -0.670
N 1.999 -5.991 -0.901
C 1.734 -6.860 0.119
C 1.357 -6.397 1.407
C 1.230 -5.006 1.651
H 0.499 -4.458 4.581
H -0.858 -1.209 0.492
H -1.588 0.705 -0.898
H 2.111 1.288 2.340
H 1.281 4.070 1.895
H 2.297 3.792 0.440
H 0.775 5.070 -0.705
H -0.449 4.960 0.648
H -2.454 5.123 -0.771
H -4.204 5.177 -2.490
H -4.094 3.664 -4.439
H -2.174 2.159 -4.694
H -0.404 1.949 -2.849
H 2.037 -3.949 -1.485
H 1.797 -7.922 -0.098
H 1.175 -7.067 2.221
```

Results
SMILES: Oc1nc(Oc2ccc3c(c2)CCN3c2ccccc2)nc2cnccc12
Energy above the lowest of the compared OMol25 structures with the same formula, charge and spin, eV: 1.600
DFT total energy, Eh: -1179.3495
HOMO level, eV: -7.2655
Strongest force on any atom, Eh/bohr: 0.066

Population analysis type Löwdin, resulting atomic charges in e: 0.109 -0.328 0.228 -0.372 0.061 -0.232 -0.003 0.014 -0.195 -0.170 0.055 -0.102 -0.116 -0.045 -0.226 -0.018 -0.106 -0.116 -0.077 -0.017 0.205 -0.201 -0.039 0.057 -0.115 0.030 -0.109 0.118 0.112 0.100 0.125 0.126 0.119 0.124 0.123 0.111 0.113 0.111 0.094 0.131 0.120 0.098 0.104

---

(4)
Molecular formula: C6H4Br2I2
Method: DFT, ωB97M-V/def2-TZVPD

XYZ file:
```
14
C6H4Br2I2 | OMol25 | ωB97M-V/def2-TZVPD
C 0.239 0.942 -0.742
C -1.052 1.136 -1.092
C 0.387 -0.010 0.414
C -1.977 0.295 -0.337
C 1.876 -0.859 0.620
C -1.117 -0.475 0.446
Br -1.673 -1.773 1.687
Br 3.276 0.443 0.702
I -4.019 0.068 -0.551
I 2.124 -2.279 -0.977
H 1.076 1.449 -1.186
H -1.380 1.828 -1.846
H 0.430 0.634 1.307
H 1.809 -1.400 1.555
```

Results
Energy above the lowest of the compared OMol25 structures with the same formula, charge and spin, eV: 0.000
DFT total energy, Eh: -5974.3736
HOMO level, eV: -8.5219
Strongest force on any atom, Eh/bohr: 0.073

Population analysis type Löwdin, resulting atomic charges in e: -0.121 -0.141 -0.390 -0.797 -1.130 -0.730 0.701 0.639 0.888 0.758 0.091 0.099 0.131 0.002

---

(5)
Molecular formula: C5H7N
Method: DFT, ωB97M-V/def2-TZVPD

XYZ file:
```
13
C5H7N | OMol25 | ωB97M-V/def2-TZVPD
C -1.154 -0.049 -1.037
C -0.067 0.484 -1.488
C -0.502 0.946 -0.126
C 0.426 0.622 1.035
C 1.604 -0.172 0.754
N 0.768 -0.795 1.452
H -2.019 -0.673 -1.198
H 0.672 0.578 -2.266
H -0.991 1.918 -0.017
H 0.439 1.340 1.856
H 2.546 -0.359 0.255
H -1.099 -1.938 0.105
H -0.623 -1.902 0.677
```

Results
SMILES: C1=CC1[C@@H]1C=N1.[H][H]
Energy above the lowest of the compared OMol25 structures with the same formula, charge and spin, eV: 6.038
DFT total energy, Eh: -249.2513
HOMO level, eV: -9.3874
Strongest force on any atom, Eh/bohr: 0.012

Population analysis type Löwdin, resulting atomic charges in e: -0.076 -0.026 -0.254 -0.259 -0.114 0.099 0.087 0.100 0.111 0.112 0.115 0.049 0.056

---

(6)
Molecular formula: C14H38N7O8P3S
Method: DFT, ωB97M-V/def2-TZVPD

XYZ file:
```
71
C14H38N7O8P3S | OMol25 | ωB97M-V/def2-TZVPD
C 8.283 -2.007 1.293
N 8.397 -2.652 0.000
C 9.308 -1.915 -0.875
P 7.240 -3.650 -0.815
O 8.294 -4.584 -1.393
N 6.600 -4.825 0.277
C 6.523 -4.670 1.716
C 6.833 -6.232 -0.037
N 5.912 -2.581 -0.356
C 4.575 -3.141 -0.691
C 5.948 -1.273 -1.054
H 7.542 -1.197 1.321
H 9.238 -1.570 1.594
H 8.052 -2.708 2.090
H 8.822 -1.050 -1.345
H 9.684 -2.554 -1.677
H 10.187 -1.558 -0.335
H 7.499 -4.824 2.192
H 5.828 -5.400 2.145
H 6.122 -3.699 2.004
H 7.847 -6.545 0.241
H 6.685 -6.423 -1.099
H 6.120 -6.871 0.491
H 4.488 -3.352 -1.760
H 3.786 -2.442 -0.409
H 4.361 -4.058 -0.147
H 6.010 -1.396 -2.138
H 6.790 -0.660 -0.732
H 5.058 -0.686 -0.821
C -5.386 4.421 2.603
N -5.119 3.667 1.393
C -4.120 4.341 0.563
P -6.167 2.582 0.545
O -5.045 1.621 0.175
N -6.913 1.498 1.664
C -7.153 1.782 3.065
C -6.634 0.075 1.510
N -7.548 3.662 0.753
C -8.832 3.046 0.323
C -7.446 4.904 -0.051
H -6.131 5.217 2.474
H -4.474 4.899 2.969
H -5.700 3.788 3.428
H -4.556 5.153 -0.034
H -3.650 3.642 -0.131
H -3.311 4.760 1.165
H -6.234 1.691 3.658
H -7.884 1.081 3.481
H -7.592 2.768 3.217
H -5.654 -0.193 1.926
H -6.661 -0.216 0.461
H -7.396 -0.528 2.014
H -8.798 2.738 -0.726
H -9.654 3.754 0.453
H -9.095 2.178 0.922
H -7.260 4.686 -1.106
H -6.652 5.558 0.307
H -8.361 5.492 0.026
N 2.093 -1.173 -2.334
C 1.555 -0.398 -2.951
O 0.713 0.195 -3.841
O 0.735 1.562 -3.560
C -0.143 1.886 -2.515
O 0.306 2.080 -1.455
O -1.510 2.057 -2.681
P -2.308 0.673 -3.174
O -1.657 -0.715 -2.569
O -3.823 0.783 -2.529
S -2.479 0.505 -5.085
H -1.945 -0.873 -1.649
H -4.144 -0.126 -2.384
```

Results
SMILES: CN(C)P(=O)(N(C)C)N(C)C.CN(C)P(=O)(N(C)C)N(C)C.N#COOC(=O)OP(O)(O)=S
DFT total energy, Eh: -2963.4686
HOMO level, eV: -8.0410
Strongest force on any atom, Eh/bohr: 0.161

Population analysis type Löwdin, resulting atomic charges in e: -0.135 -0.315 -0.144 0.733 -0.308 -0.341 -0.150 -0.147 -0.267 -0.141 -0.135 0.073 0.079 0.050 0.062 0.069 0.077 0.083 0.077 0.070 0.083 0.070 0.076 0.081 0.062 0.070 0.087 0.056 0.079 -0.132 -0.312 -0.137 0.740 -0.313 -0.340 -0.146 -0.147 -0.268 -0.130 -0.132 0.074 0.081 0.050 0.065 0.065 0.079 0.084 0.078 0.071 0.082 0.067 0.078 0.085 0.082 0.071 0.088 0.058 0.084 0.229 -0.243 0.018 0.044 -0.539 0.243 -0.084 0.216 -0.184 -0.203 0.340 0.102 0.084